Entry 1:
The following is a DFT calculation (ωB97M-V/def2-TZVPD) of a cluster of 8 separate species, C21H58O8 in total at a distorted geometry.

CARTESIAN COORDINATES (ANGSTROEM)
C -0.20979 5.72144 1.32352
C -0.14241 4.23273 1.01298
O 0.29582 4.12423 -0.36534
H 0.67274 6.30271 1.05639
H -0.37007 5.85013 2.39397
H -1.02143 6.28652 0.86525
H -1.05984 3.65416 1.12107
H 0.67787 3.81345 1.59559
H -0.46636 4.28482 -0.92650
C -3.90141 1.22241 1.30429
C -3.99772 0.21322 0.14525
O -3.13303 -0.88658 0.27703
H -2.89010 1.51283 1.58892
H -4.40775 0.74697 2.14434
H -4.40029 2.14510 1.00788
H -3.61800 0.71207 -0.74641
H -5.01480 -0.06665 -0.12922
H -3.39536 -1.34670 1.07770
C -0.30290 -1.40238 -5.10935
C 0.06036 -0.72297 -3.81869
O -0.10564 -1.55245 -2.68677
H 0.27990 -2.31296 -5.24826
H 0.03791 -0.73279 -5.89903
H -1.35760 -1.67153 -5.16647
H -0.54173 0.18130 -3.72991
H 1.12032 -0.49063 -3.92163
H -0.34683 -1.01867 -1.92618
C 1.59617 0.56640 0.00835
C 0.37871 -0.26071 0.41296
C -0.06017 0.00121 1.87664
O -0.72684 -0.04942 -0.44430
H 1.36620 1.63033 0.06560
H 1.95402 0.28555 -0.98219
H 2.43397 0.55706 0.70556
H 0.61420 -1.32292 0.34699
H 0.78661 -0.17260 2.54060
H -0.83302 -0.72706 2.12250
H -0.48915 1.00180 1.93038
H -1.52099 -0.44705 -0.07987
C -3.62995 -0.91538 -3.41443
C -3.95872 -2.37452 -3.63800
C -4.57543 -3.12422 -2.41419
O -4.88228 -2.44509 -4.68668
H -3.22082 -0.48421 -4.32810
H -2.90939 -0.71730 -2.62092
H -4.54186 -0.35542 -3.20712
H -3.11181 -2.96518 -3.98723
H -5.61976 -2.84438 -2.27576
H -4.03962 -2.86669 -1.50058
H -4.59982 -4.18278 -2.67293
H -4.44274 -2.24327 -5.51594
C -1.37279 -3.88402 0.75617
C -1.07151 -4.66819 1.99480
C 0.29159 -4.49329 2.61536
O -1.95994 -4.25320 2.97172
H -2.35146 -4.12700 0.34232
H -0.69466 -4.03906 -0.08299
H -1.31090 -2.81701 0.97009
H -1.23823 -5.71304 1.73287
H 0.60128 -3.45094 2.53990
H 0.99011 -5.02360 1.96811
H 0.35782 -4.89860 3.62503
H -1.71528 -4.75551 3.75238
C 4.00723 3.85168 -0.70744
C 3.68695 5.24986 -1.15796
C 4.71784 5.85764 -2.02455
O 2.58338 5.10564 -2.01925
H 4.53046 3.18978 -1.39754
H 3.22011 3.39517 -0.10732
H 4.69964 3.97279 0.12562
H 3.30320 5.88478 -0.35939
H 5.56331 6.09877 -1.38024
H 4.40172 6.83706 -2.38359
H 5.05845 5.14636 -2.77699
H 1.89432 4.78728 -1.43150
C 3.51462 -1.89501 2.53968
C 3.88785 -1.43300 3.91953
C 2.97991 -2.01412 4.95281
O 5.23514 -1.77095 4.26671
H 3.65198 -2.97473 2.48099
H 4.02277 -1.28264 1.79478
H 2.46820 -1.72672 2.28513
H 3.90760 -0.34334 3.93814
H 1.94253 -1.69071 4.86706
H 3.34945 -2.01465 5.97826
H 2.92880 -3.09659 4.83558
H 5.48917 -1.35469 5.09363

Cartesian forces (eV/Å) of the 6 atoms listed first:
-0.80 0.40 0.98
1.10 1.14 -1.47
-0.03 -0.51 0.26
0.35 -0.59 -0.03
0.08 0.09 0.21
-0.31 -0.44 -0.31

Output
SMILES   CC(C)O.CC(C)O.CC(C)O.CC(C)O.CC(C)O.CCO.CCO.CCO
HOMO   -9.529 eV
ΔE to the lowest compared entry with this formula, charge and spin   61.89 kcal per mole
DFT total energy   -39095.506 eV
Gap between HOMO and LUMO   9.96 eV
LUMO   0.016 Ha

=====

Entry 2:
The following is a DFT calculation (ωB97M-V/def2-TZVPD) of the ion C5H10N with charge +1 at a distorted geometry.

CARTESIAN COORDINATES (ANGSTROEM)
C -0.28246 -0.02787 -0.91330
C -1.32376 -1.18379 -0.65484
C -0.81122 -2.21452 0.23051
C 0.69286 0.58622 1.26466
C 0.93417 1.90073 -0.89801
N 0.39461 0.69035 -0.15586
H -2.21571 -0.66647 -0.18917
H -1.47814 -1.75350 -1.56755
H -0.47786 -3.24209 -0.12915
H -0.87010 -2.09251 1.31438
H 1.54759 0.01679 1.37723
H -0.06104 0.04094 1.74301
H 0.93110 1.59260 1.75423
H 1.94888 1.91149 -0.71286
H 0.32012 2.72023 -0.50722
H 0.75096 1.72138 -1.95607

Cartesian forces (eV/Å) of the 6 atoms listed first:
-1.58 -1.61 0.23
0.20 -0.56 0.21
0.45 -1.31 1.02
0.10 2.33 0.50
-2.37 -0.69 0.15
0.52 1.22 -0.86

Output
Total charge   +1
HOMO (alpha / beta)   -13.290 / -14.536 eV
ΔE to the lowest compared entry with this formula, charge and spin   107.27 kcal per mole
DFT total energy   -6825.550 eV
Gap between HOMO and LUMO (alpha / beta)   7.37 / 9.85 eV
LUMO (alpha / beta)   -0.217 / -0.172 Ha

=====

Entry 3:
The following is a DFT calculation (ωB97M-V/def2-TZVPD) of a structure of composition C21H16N8O9Re at a distorted geometry.

CARTESIAN COORDINATES (ANGSTROEM)
Re 0.28586 -0.07455 0.94359
N -2.26088 1.91801 1.03546
C -2.53149 0.74738 0.34319
C -3.86238 0.53893 -0.04872
C -4.18038 -0.59129 -0.75928
C -3.17264 -1.50587 -1.07658
C -1.89693 -1.24943 -0.65243
N -1.56997 -0.14328 0.05851
C -1.10589 2.53867 1.40246
C -1.23363 3.86412 1.88687
C -0.08343 4.61913 2.13903
C 1.14478 4.06782 1.97235
C 1.29150 2.61897 1.67378
N 0.07750 1.92137 1.29750
H -3.09145 2.46790 1.18981
H -4.62377 1.26307 0.20695
H -5.20109 -0.76599 -1.06962
H -3.38276 -2.40442 -1.63696
H -1.07373 -1.92633 -0.84237
H -2.22478 4.27928 1.99604
H -0.17237 5.65634 2.43022
H 2.05288 4.64023 2.09073
H 1.72170 2.09019 2.53354
C 4.79748 2.73671 -0.40868
N 4.03511 1.48252 -0.37689
C 4.55893 0.32416 -0.90782
C 3.88817 -0.84590 -0.92294
C 2.55700 -0.86867 -0.39312
O 1.73310 -1.77980 -0.34338
N 2.11226 0.32487 0.16511
C 2.80697 1.43986 0.15668
O 2.31111 2.56809 0.61945
H 5.81672 2.50403 -0.69717
H 4.79946 3.18668 0.58070
H 4.35744 3.42118 -1.13159
H 5.55780 0.42916 -1.30511
H 4.32187 -1.73799 -1.34763
O -0.58196 -4.46712 7.45733
N 0.39930 -3.91629 7.01360
O 1.45982 -3.73800 7.57386
C 0.23555 -3.24051 5.69873
C -0.99349 -3.30898 5.05689
C -1.13142 -2.67677 3.83913
C -0.05017 -2.00388 3.21907
O -0.14104 -1.61808 1.96405
C 1.15149 -1.92646 3.95260
C 1.31527 -2.55662 5.17374
N 2.23664 -1.13891 3.41707
O 1.92230 -0.11457 2.75832
O 3.36811 -1.42125 3.68050
N -2.43629 -2.68727 3.16565
O -3.11339 -3.67730 3.28982
O -2.74822 -1.66579 2.56826
H -1.81831 -3.84953 5.50210
H 2.25048 -2.50597 5.71317

Cartesian forces (eV/Å) of the 6 atoms listed first:
0.27 0.56 1.26
0.40 0.23 0.17
-0.39 -0.38 -0.21
0.29 0.01 0.08
0.10 -0.03 0.01
0.12 -0.02 0.04

Output
Spin multiplicity   2
Total charge   +2
HOMO (alpha / beta)   -13.962 / -13.908 eV
ΔE to the lowest compared entry with this formula, charge and spin   57.29 kcal per mole
DFT total energy   -54491.387 eV
Gap between HOMO and LUMO (alpha / beta)   7.10 / 5.56 eV
LUMO (alpha / beta)   -0.252 / -0.307 Ha

=====

Entry 4:
The following is a DFT calculation (ωB97M-V/def2-TZVPD) of a structure of composition C29H86AsF6N16O11 at a distorted geometry.

CARTESIAN COORDINATES (ANGSTROEM)
As 19.26586 19.16907 -19.95413
F 20.07324 18.90361 -21.54709
F 17.96709 20.11662 -20.79883
F 18.49799 19.55659 -18.29172
F 20.54191 18.14938 -19.16075
F 20.29204 20.57916 -19.60864
F 18.24755 17.71559 -20.23910
C 15.72037 15.59760 -21.83085
O 16.05556 14.48447 -22.02017
N 14.58097 15.85712 -21.28063
N 16.40567 16.66569 -22.21960
H 14.30989 16.79393 -21.01794
H 14.15545 15.02614 -20.89528
H 16.05430 17.56349 -21.91860
H 17.30076 16.36973 -22.58196
C 23.50965 21.31753 -20.65965
O 24.58012 21.48889 -21.16373
N 23.26856 21.24560 -19.41368
N 22.38939 21.26311 -21.28801
H 22.36699 21.08450 -18.98786
H 24.07654 21.45440 -18.84477
H 21.55915 20.97672 -20.78923
H 22.40772 21.10831 -22.28591
C 14.12161 19.24149 -19.88518
O 14.09463 18.07493 -20.13213
N 13.22428 20.11560 -20.25649
N 15.11037 19.78404 -19.22022
H 13.35933 21.10817 -20.12737
H 12.44195 19.71522 -20.75424
H 15.19787 20.78719 -19.14182
H 15.87772 19.19721 -18.92542
C 20.30633 14.89528 -21.13368
O 20.70650 13.90569 -21.60645
N 21.06253 15.69358 -20.43815
N 19.06432 15.31856 -21.20705
H 21.96578 15.34944 -20.14520
H 20.89747 16.68984 -20.45625
H 18.87363 16.19704 -20.74660
H 18.22683 14.84490 -21.51422
C 15.54272 22.89765 -21.47202
O 14.91746 22.53221 -20.49157
N 16.46838 22.20222 -22.12440
N 15.43158 24.03213 -22.14131
H 16.81630 21.35531 -21.69805
H 17.10933 22.59572 -22.79852
H 14.83433 24.65880 -21.62104
H 15.92328 24.32515 -22.97345
C 16.88518 22.47238 -25.72974
C 17.92705 23.54756 -25.88378
C 19.02373 23.44715 -24.76283
O 18.65479 23.50280 -23.38029
C 19.63121 23.10685 -22.41927
N 18.46953 23.37687 -27.29453
H 17.27215 21.45349 -25.74468
H 16.17170 22.53852 -26.55112
H 16.31832 22.58241 -24.80526
H 17.39434 24.49146 -25.76811
H 19.80272 24.15634 -25.04268
H 19.53570 22.49457 -24.89911
H 19.58812 22.01891 -22.36805
H 19.39037 23.46388 -21.41795
H 20.56500 23.59968 -22.68989
H 19.13238 24.06544 -27.62104
H 18.91455 22.47063 -27.32254
C 18.17382 19.23274 -23.78651
C 17.40846 18.44282 -24.82329
C 15.83258 18.69752 -24.84976
O 15.15706 17.88270 -25.84055
C 15.05649 16.48101 -25.61393
N 17.89823 18.67191 -26.09751
H 19.26234 19.20794 -23.83770
H 17.93718 18.88100 -22.78233
H 17.87348 20.27731 -23.86882
H 17.66560 17.44553 -24.46637
H 15.58480 19.70149 -25.19437
H 15.38318 18.35479 -23.91773
H 15.93460 15.86219 -25.42931
H 14.57226 16.03166 -26.48095
H 14.40615 16.34120 -24.75044
H 17.28670 18.15452 -26.71267
H 18.82239 18.33858 -26.33186
C 17.40574 16.93128 -13.54624
C 15.99830 17.48471 -13.73209
C 15.81121 17.97923 -15.20100
O 15.59769 16.83760 -16.11889
C 15.67507 17.08235 -17.55835
N 14.99079 16.50046 -13.27971
H 18.21172 17.66370 -13.59150
H 17.53869 16.13699 -14.28077
H 17.58093 16.46944 -12.57459
H 15.94564 18.34900 -13.07002
H 16.62283 18.63567 -15.51479
H 15.03905 18.74620 -15.14086
H 15.81740 16.14665 -18.09900
H 16.47475 17.78985 -17.77760
H 14.69275 17.44334 -17.86303
H 14.06902 16.87007 -13.46363
H 15.08231 15.71904 -13.91304
C 19.79901 22.56015 -15.89237
C 18.45253 21.93801 -15.55677
C 17.42403 22.32497 -16.69678
O 17.36551 23.76458 -16.76840
C 16.95171 24.26642 -18.05530
N 18.59482 20.46090 -15.57587
H 20.52054 22.20785 -15.15523
H 19.78727 23.63888 -16.04825
H 20.28157 22.17180 -16.78927
H 18.07795 22.30326 -14.60054
H 16.46279 21.82965 -16.55975
H 17.63805 21.94209 -17.69463
H 16.93683 25.34960 -17.93445
H 16.02560 23.77201 -18.34849
H 17.64149 24.10327 -18.88336
H 19.55271 20.22722 -15.35695
H 18.36960 20.15737 -16.51249
C 22.88897 18.16380 -14.99789
C 21.91964 17.81344 -16.15690
C 20.50609 17.27162 -15.83177
O 20.49141 15.86224 -15.89994
C 20.38430 15.35560 -17.20630
N 21.92700 18.99538 -16.99241
H 23.95574 18.27577 -15.19173
H 22.83105 17.31776 -14.31307
H 22.54979 19.04947 -14.46063
H 22.42170 16.99306 -16.66975
H 19.69485 17.68666 -16.42988
H 20.15717 17.59315 -14.85046
H 19.51705 15.78232 -17.71019
H 20.15878 14.29308 -17.11524
H 21.34817 15.47188 -17.70180
H 22.82814 19.38876 -17.22330
H 21.53636 18.80230 -17.90358
C 21.86213 20.54879 -28.39500
C 20.80813 19.69766 -27.64006
C 21.44475 18.75766 -26.53600
O 20.52192 17.80979 -26.08863
C 20.78465 17.17434 -24.81661
N 20.06711 20.66146 -26.88713
H 21.33510 21.00614 -29.23237
H 22.71861 19.98906 -28.77083
H 22.32325 21.36728 -27.84225
H 20.13236 19.19944 -28.33519
H 21.83241 19.34535 -25.70387
H 22.32828 18.24661 -26.91850
H 21.14829 17.93130 -24.12172
H 21.58513 16.43976 -24.90451
H 19.91734 16.66823 -24.39265
H 19.33138 20.22948 -26.34659
H 20.68038 21.09128 -26.20945

Cartesian forces (eV/Å) of the 6 atoms listed first:
-0.36 -0.10 1.52
-0.70 0.36 1.60
1.66 -0.82 1.05
0.75 -1.14 -3.07
-2.04 0.95 -1.43
-1.10 -0.80 -0.59

Output
Spin multiplicity   2
HOMO (alpha / beta)   -8.566 / -8.566 eV
ΔE to the lowest compared entry with this formula, charge and spin   0.00 kcal per mole
DFT total energy   -154974.339 eV
Gap between HOMO and LUMO (alpha / beta)   7.64 / 2.54 eV
LUMO (alpha / beta)   -0.034 / -0.222 Ha

=====

Entry 5:
The following is a DFT calculation (ωB97M-V/def2-TZVPD) of the molecule C20H26N4O5S at a distorted geometry.

CARTESIAN COORDINATES (ANGSTROEM)
C -0.62054 3.89780 -0.27696
C -1.03418 2.52245 -0.69856
C -0.41735 1.90149 -1.77819
C -0.80990 0.64315 -2.20138
C -1.84753 0.01560 -1.54399
C -2.47235 0.61087 -0.46654
C -2.07048 1.86371 -0.02433
C -2.74504 2.50124 1.14899
H -3.53578 1.86126 1.52964
H -2.02666 2.68135 1.94824
H -3.17709 3.46112 0.86935
H -3.29575 0.09523 0.00260
S -2.37038 -1.61587 -2.06160
O -3.76182 -1.77955 -1.76161
O -1.91400 -1.85410 -3.39913
N -1.53511 -2.67101 -1.07031
C -0.10940 -2.71262 -1.29228
C 0.47813 -3.91369 -0.53680
N 0.12955 -3.93615 0.86965
C 0.96598 -3.15542 1.75804
C 1.20567 -1.69336 1.37302
O 0.39928 -0.80666 1.58419
N 2.40751 -1.47697 0.76793
C 3.00318 -0.25167 0.37002
O 4.16699 -0.25154 0.04610
N 2.18058 0.80571 0.36876
H 1.23738 0.68848 0.72454
C 2.68361 2.13937 0.15505
C 2.32231 3.04136 1.29078
C 1.72931 2.79455 2.49369
C 1.61547 4.05213 3.14082
C 2.14521 4.96261 2.28348
O 2.57375 4.36009 1.15865
H 2.27397 6.02418 2.34964
H 1.19765 4.24122 4.10806
H 1.41242 1.84655 2.87748
H 3.77207 2.06581 0.04677
H 2.27895 2.55111 -0.77745
H 3.04814 -2.25502 0.67360
H 1.93189 -3.66886 1.83307
H 0.49486 -3.16188 2.74401
C -1.30557 -3.82856 1.04089
C -1.90669 -2.61400 0.32727
H -2.99557 -2.64137 0.36464
H -1.54930 -1.68831 0.79870
H -1.53913 -3.79085 2.10569
H -1.74220 -4.73695 0.61551
H 1.56423 -3.93064 -0.64394
H 0.06878 -4.82702 -0.97843
H 0.04119 -2.82128 -2.36680
H 0.36878 -1.77587 -0.96399
H -0.35058 0.15611 -3.04653
H 0.37110 2.41615 -2.30828
H 0.21997 4.25332 -0.86671
H -0.34272 3.91296 0.77549
H -1.44871 4.59413 -0.40645

Cartesian forces (eV/Å) of the 6 atoms listed first:
-0.04 -0.02 0.00
0.02 -0.06 -0.06
-0.05 -0.07 0.03
0.09 -0.05 -0.14
-0.16 -0.65 -0.29
-0.08 0.13 0.13

Output
SMILES   Cc1ccc(S(=O)(=O)N2CCN(CC(=O)NC(=O)NCc3ccco3)CC2)cc1C
HOMO   -8.829 eV
ΔE to the lowest compared entry with this formula, charge and spin   26.42 kcal per mole
DFT total energy   -48195.777 eV
Gap between HOMO and LUMO   9.33 eV
LUMO   0.019 Ha